Entry from the Open Molecules 2025 dataset: a molecular structure, C22H31AlF16I2NO5 in a non-equilibrium geometry (the ωB97M-V functional and the def2-TZVPD basis).

Structure (XYZ):
```
78
Properties=species:S:1:pos:R:3
C 2.831 2.104 1.640
C 3.047 1.372 0.277
O 2.861 -0.008 0.407
C 1.440 -0.356 0.523
C 1.070 -1.278 -0.633
Al -0.961 -1.588 -0.833
C -1.209 -3.476 0.009
C -2.626 -3.691 0.321
O -3.488 -3.930 -0.471
C -1.916 -0.320 0.391
C -3.075 0.567 -0.115
C -2.590 1.902 -0.668
N -3.539 2.958 -0.579
O -1.507 2.090 -1.090
C -1.461 -1.795 -2.787
I -3.155 -0.690 -3.574
C -0.324 -1.571 -3.836
C 0.157 -0.125 -3.958
I 1.232 -3.059 -3.727
H 1.922 2.703 1.550
H 2.640 1.374 2.422
H 3.692 2.732 1.867
H 2.386 1.838 -0.472
H 4.072 1.515 -0.084
H 0.904 0.594 0.434
H 1.284 -0.824 1.497
H 1.580 -2.232 -0.445
H 1.519 -0.889 -1.553
H -0.664 -3.447 0.961
H -0.793 -4.258 -0.631
H -2.910 -3.597 1.399
H -1.214 0.374 0.870
H -2.334 -0.879 1.242
H -3.650 0.866 0.783
H -3.814 0.085 -0.755
H -3.772 3.293 -1.509
H -4.398 2.563 -0.213
H -1.735 -2.842 -2.957
H -0.807 -1.787 -4.792
H 1.018 -0.145 -4.635
H -0.594 0.464 -4.480
H 0.494 0.338 -3.033
C 3.089 4.143 -4.145
C 3.258 2.638 -4.401
C 4.127 1.875 -3.403
F 5.399 2.343 -3.387
F 4.184 0.572 -3.762
F 3.700 2.448 -5.667
F 2.017 2.094 -4.337
O 3.928 5.022 -4.883
C 5.194 5.282 -4.411
C 6.275 4.760 -5.357
F 6.152 3.433 -5.547
F 7.501 4.988 -4.825
F 5.344 4.812 -3.159
F 5.312 6.629 -4.336
H 2.085 4.388 -4.488
H 3.091 4.381 -3.081
H 3.711 1.933 -2.394
H 6.208 5.258 -6.327
C -4.588 -2.335 5.418
C -3.237 -2.074 4.733
C -2.482 -3.305 4.236
F -2.167 -4.150 5.248
F -1.316 -2.929 3.664
F -2.458 -1.333 5.555
F -3.496 -1.300 3.646
O -4.597 -2.367 6.838
C -4.266 -3.542 7.477
C -2.983 -3.407 8.295
F -1.949 -3.037 7.516
F -2.669 -4.599 8.858
F -4.206 -4.562 6.601
F -5.283 -3.821 8.327
H -5.212 -1.478 5.170
H -5.103 -3.196 4.991
H -3.063 -3.849 3.487
H -3.107 -2.661 9.084
```

Relative energy (zero: lowest compared OMol25 entry of this formula, charge and spin) in kcal per mole: 0.0
Largest force on an atom in hartree/bohr: 0.05083
Total energy in eV: -101324.3445
Frontier orbital gap in eV: 7.57
Total charge: -1

Here are the Löwdin charges for atoms 1 to 6, given in e: -0.066 -0.315 -0.179 -0.269 -0.215 0.274

Entry from the Open Molecules 2025 dataset: a molecular structure, C22H31BFN3O2SSiTi in a non-equilibrium geometry (the ωB97M-V functional and the def2-TZVPD basis).

Structure (XYZ):
```
63
Properties=species:S:1:pos:R:3
Ti -0.109 0.761 -0.692
C -0.904 -3.791 -0.586
Si -1.352 -2.052 -1.219
C -2.069 -1.773 -2.978
C -2.540 -1.243 0.054
N 0.081 -0.948 -1.281
C 1.181 -1.329 -2.017
C 1.321 -2.516 -2.755
C 2.508 -2.824 -3.394
C 3.597 -1.964 -3.355
C 3.481 -0.752 -2.688
C 2.293 -0.477 -2.060
F 2.102 0.788 -1.415
H -1.802 -4.402 -0.555
H -0.508 -3.742 0.427
H -0.175 -4.327 -1.182
H -3.107 -2.084 -3.054
H -1.523 -2.320 -3.743
H -2.021 -0.711 -3.249
H -3.147 -2.032 0.489
H -3.246 -0.565 -0.422
H -2.037 -0.742 0.886
H 0.488 -3.191 -2.843
H 2.590 -3.753 -3.934
H 4.517 -2.218 -3.852
H 4.296 -0.048 -2.662
C -0.493 -1.356 4.082
C 0.170 -0.147 3.440
C -0.061 1.094 4.301
O -0.467 0.137 2.157
B 0.498 0.464 1.247
O 1.745 0.310 1.730
C 1.670 -0.361 3.026
C 2.011 -1.823 2.735
C 2.697 0.242 3.970
H -1.512 -1.105 4.362
H 0.051 -1.629 4.980
H -0.522 -2.208 3.410
H -1.130 1.288 4.351
H 0.422 1.964 3.859
H 0.309 0.940 5.308
H 1.311 -2.236 2.011
H 1.998 -2.412 3.644
H 3.009 -1.872 2.307
H 2.578 1.316 4.065
H 3.692 0.041 3.584
H 2.610 -0.211 4.951
N 1.978 3.764 -1.618
C 0.648 3.722 -1.689
N -0.087 2.738 -1.181
C -1.445 3.001 -1.359
C -2.476 2.212 -0.842
C -3.787 2.564 -1.118
C -4.066 3.705 -1.869
C -3.056 4.537 -2.329
C -1.741 4.173 -2.074
S -0.248 4.998 -2.483
H 2.503 3.084 -1.083
H 2.482 4.557 -1.984
H -2.227 1.393 -0.146
H -4.596 1.963 -0.727
H -5.094 3.958 -2.070
H -3.289 5.446 -2.862
```

Largest force on an atom in hartree/bohr: 0.06187
Total energy in eV: -77093.6992
Frontier orbital gap in eV: 7.17
Total charge: +2

Here are the Löwdin charges for atoms 1 to 6, given in e: 1.212 -0.124 0.575 -0.136 -0.138 -0.171

Entry from the Open Molecules 2025 dataset: a molecular structure, C22H31BN6OPd in a non-equilibrium geometry (the ωB97M-V functional and the def2-TZVPD basis).

Structure (XYZ):
```
62
Properties=species:S:1:pos:R:3
H -0.524 4.057 -0.212
N 0.171 2.662 -1.636
B 0.900 1.549 -3.849
N 0.681 2.781 -2.924
C 0.715 4.083 -3.263
Pd 0.042 0.923 -0.593
H 1.104 4.380 -4.223
C 0.243 4.835 -2.189
H 0.180 5.899 -2.137
C -0.099 3.906 -1.190
H 1.350 1.867 -4.900
C -2.540 -2.195 0.511
H -2.594 -2.237 1.600
H -1.680 -2.784 0.184
H -3.467 -2.647 0.146
N -0.527 0.957 -3.952
N 1.720 0.412 -3.186
N -1.133 0.520 -2.787
N 1.460 0.052 -1.875
C -1.344 0.785 -5.007
C 2.631 -0.446 -3.689
H -1.030 1.084 -5.999
H 2.987 -0.357 -4.701
C -2.518 0.204 -4.535
C 2.962 -1.361 -2.697
C -2.335 0.057 -3.133
C 2.214 -1.002 -1.564
H -3.377 -0.068 -5.123
H 3.643 -2.187 -2.753
H -3.020 -0.342 -2.393
H 2.172 -1.427 -0.566
H -2.395 -1.161 0.168
C 0.236 2.577 2.033
C -1.009 1.753 2.390
C -2.054 1.521 1.281
C -0.583 0.426 3.013
C -0.849 0.195 4.354
C -0.426 -0.963 4.990
C 0.231 -1.952 4.264
C 0.486 -1.796 2.909
C 1.149 -2.883 2.091
C 2.648 -2.966 2.388
C 0.479 -4.240 2.297
C 0.083 -0.577 2.242
O 0.226 -0.500 0.944
H 0.820 2.123 1.206
H 0.895 2.618 2.912
H -0.040 3.603 1.769
H -1.523 2.309 3.193
H -1.587 1.048 0.370
H -2.788 0.783 1.639
H -2.544 2.451 0.985
H -1.394 0.956 4.913
H -0.632 -1.103 6.052
H 0.530 -2.863 4.783
H 1.046 -2.607 1.029
H 2.833 -3.222 3.434
H 3.109 -3.727 1.755
H 3.134 -2.005 2.195
H -0.587 -4.195 2.056
H 0.945 -4.985 1.649
H 0.570 -4.578 3.331
```

Expectation value of S²: 6.05
Relative energy (zero: lowest compared OMol25 entry of this formula, charge and spin) in kcal per mole: 0.0
Largest force on an atom in hartree/bohr: 0.04659
2S+1: 5
Total energy in eV: -38443.4896
Frontier orbital gap (alpha / beta) in eV: 9.01 / 3.70
Total charge: +2

Here are the Löwdin charges for atoms 1 to 6, given in e: 0.108 -0.030 -0.471 0.038 0.039 1.097

Entry from the Open Molecules 2025 dataset: 3 unconnected molecules or ions with the total composition C22H31BrN2O11 in a non-equilibrium geometry (the ωB97M-V functional and the def2-TZVPD basis).

Structure (XYZ):
```
67
Properties=species:S:1:pos:R:3
C -3.172 -2.057 3.973
O -2.799 -3.181 3.161
C -2.138 -2.762 1.943
C -0.592 -3.147 1.997
C 0.336 -2.067 1.253
C 0.387 -0.802 2.199
C 1.318 0.368 1.691
C 0.720 1.217 0.521
C -0.416 1.990 0.674
Br -1.403 2.177 2.341
C -0.980 2.793 -0.563
O -1.529 3.862 -0.452
C -0.785 2.076 -1.964
N -1.786 2.186 -3.012
C -2.945 2.091 -2.532
O -3.850 1.730 -1.898
C 0.342 1.325 -2.153
N 0.731 0.601 -3.345
C 0.765 1.439 -4.577
C 0.038 -0.655 -3.520
C -1.259 -1.127 -2.772
O 0.540 -1.450 -4.305
C 1.357 1.277 -0.933
O 2.558 1.294 -1.055
H -4.256 -1.754 3.867
H -2.529 -1.147 3.796
H -3.031 -2.362 5.053
H -2.312 -1.670 1.706
H -2.656 -3.338 1.110
H -0.441 -4.182 1.566
H -0.299 -3.189 3.094
H 1.342 -2.569 1.138
H -0.162 -1.874 0.257
H -0.670 -0.501 2.425
H 0.828 -1.161 3.184
H 2.256 -0.127 1.281
H 1.692 1.026 2.536
H 0.422 2.502 -4.386
H 1.754 1.453 -5.107
H -0.001 1.016 -5.301
H -2.026 -1.454 -3.523
H -0.957 -2.024 -2.145
H -1.703 -0.385 -2.058
C 4.838 -2.098 -9.092
O 4.711 -2.826 -7.872
C 4.169 -2.124 -6.866
O 3.801 -0.977 -6.923
O 4.108 -2.917 -5.792
C 3.546 -2.295 -4.634
H 5.286 -2.764 -9.828
H 3.859 -1.785 -9.457
H 5.494 -1.236 -8.959
H 2.516 -1.990 -4.821
H 4.151 -1.440 -4.324
H 3.548 -3.028 -3.828
C -2.355 1.948 9.190
O -2.179 3.224 8.577
C -1.893 3.171 7.270
O -1.780 2.169 6.609
O -1.754 4.426 6.823
C -1.445 4.519 5.434
H -2.581 2.116 10.242
H -3.192 1.415 8.736
H -1.440 1.358 9.121
H -2.246 4.087 4.832
H -0.494 4.031 5.217
H -1.356 5.575 5.183
```

Relative energy (zero: lowest compared OMol25 entry of this formula, charge and spin) in kcal per mole: 111.3
Largest force on an atom in hartree/bohr: 0.05576
Total energy in eV: -118857.7301
SMILES: COCCCCCC1=C(Br)C(=O)C(N=C=O)=C(N(C)C(C)=O)C1=O.COC(=O)OC.COC(=O)OC
Frontier orbital gap in eV: 8.37

Here are the Löwdin charges for atoms 1 to 6, given in e: -0.116 -0.216 -0.226 -0.164 -0.188 -0.221

> Which value of total energy does entry 4 give?

-118857.7301 eV